This record from OMol25 describes C25H43AlF6NO12P2 as an isolated structure at a distorted geometry. The level of theory is ωB97M-V/def2-TZVPD.

Geometry as XYZ:
```
90
Properties=species:S:1:pos:R:3:forces:R:3:mulliken_charge:R:1
C -1.97863 3.76285 4.05320 -0.466 0.596 1.098 -0.826
C -1.10632 3.25822 5.26097 0.780 0.534 0.038 -0.528
N 0.04795 2.39513 4.89813 -0.819 0.466 -1.189 -0.120
Al -0.33987 1.10876 3.55606 0.980 -1.304 0.700 -0.602
O 1.00268 -0.18156 3.67225 -0.983 0.713 0.487 -0.624
C 1.13272 -0.52724 5.05168 -0.413 0.320 -0.131 -0.480
C 1.20541 -2.07901 5.33542 0.017 0.447 0.388 0.384
C -0.19083 -2.58729 5.87587 0.003 0.179 0.048 -1.443
C 1.78691 -2.93943 4.15334 -1.075 -1.387 0.466 0.452
C 0.78910 -3.15516 2.95463 1.170 -0.160 -0.589 -0.736
C 2.04769 -4.39725 4.75328 -0.194 0.857 0.384 -1.509
C -0.10822 1.94785 1.66386 -0.022 -0.490 0.627 0.474
O 0.39232 3.05177 1.63674 -0.131 -0.223 -0.799 -0.663
C -0.53841 1.17707 0.31847 0.353 0.265 0.131 0.868
F 0.04459 -0.07689 0.30441 -0.466 0.904 -0.033 -0.324
F -1.90318 0.99135 0.41126 1.135 0.231 -0.473 -0.321
C -0.12178 1.92125 -1.01021 -1.296 0.383 1.295 0.449
F -0.78753 3.13891 -0.97496 0.641 -1.123 -0.344 -0.327
F 1.21821 2.17176 -0.94933 -1.454 -0.455 -0.474 -0.239
C -0.57854 1.21008 -2.33279 0.140 0.492 -1.400 0.841
F -1.92485 0.94520 -2.36723 1.299 0.285 0.498 -0.283
F -0.36130 2.13127 -3.36719 -0.022 -0.848 0.821 -0.327
C 0.23600 -0.07048 -2.72694 -0.220 -1.724 -0.919 0.346
O 1.37439 -0.25228 -2.44760 0.361 0.758 0.728 -0.443
O -0.37684 -1.04733 -3.48037 -0.856 2.220 0.196 -0.419
C -2.09610 0.11224 3.79335 -1.643 -1.016 -0.025 0.367
C -2.22410 -1.16567 3.07595 -0.967 0.430 0.709 -0.047
C -3.38120 -2.01886 3.14122 0.006 1.799 0.975 -0.746
C -4.51636 -1.58639 3.93379 1.713 0.627 -0.425 -0.471
C -4.42792 -0.32919 4.61818 0.676 0.332 -0.031 -0.502
C -3.24561 0.52439 4.58286 -0.037 -2.318 -1.502 0.014
H -1.33281 4.35976 3.36522 -0.533 -0.670 0.344 0.258
H -2.75345 4.46458 4.48339 0.596 -0.535 -0.525 0.382
H -2.55175 2.96631 3.52288 0.690 0.457 0.226 0.202
H -0.67006 4.18655 5.73664 -0.628 -0.723 -0.240 0.381
H -1.68137 2.74416 6.06947 0.071 0.375 -0.767 0.199
H 0.71269 3.04099 4.44817 -0.071 -0.398 0.298 0.281
H 0.22718 -0.14309 5.61173 0.891 -0.339 -0.192 0.066
H 2.00233 0.05037 5.47672 -0.501 -0.786 -0.214 0.187
H 1.91952 -2.20854 6.20062 -0.528 0.191 -0.763 0.342
H -0.65559 -1.81542 6.54836 0.579 -0.592 -0.588 0.437
H -0.93286 -2.73311 5.04821 0.665 -0.052 0.765 0.179
H -0.08053 -3.50922 6.50824 -0.169 0.601 -0.803 0.336
H 2.75652 -2.52642 3.78644 -0.817 -0.094 0.271 0.433
H -0.19888 -3.56794 3.26244 0.702 0.519 -0.080 0.261
H 1.25813 -3.94118 2.29328 -0.461 0.645 0.510 0.488
H 0.69373 -2.23790 2.33278 -0.155 -0.597 0.631 -0.328
H 2.75743 -4.99668 4.13704 -0.505 0.413 0.472 0.395
H 1.07253 -4.94701 4.85356 0.894 0.437 -0.213 0.283
H 2.43139 -4.24383 5.79805 -0.023 -0.506 -0.917 0.389
H -1.14891 -0.64721 -3.95259 0.184 -0.678 0.254 0.382
H -1.37776 -1.49374 2.44021 -0.590 0.250 0.526 0.268
H -3.41271 -2.97961 2.58930 0.041 0.747 0.405 0.361
H -5.40268 -2.25292 3.96542 0.548 0.779 0.179 0.304
H -5.28324 0.05737 5.22238 0.611 -0.579 -0.567 0.284
H -3.22998 1.48989 5.12139 -0.161 -0.784 -0.298 0.093
C -1.42954 -3.31092 -7.00723 -0.409 -0.656 -0.153 -0.592
O -1.89843 -2.06444 -7.50599 -0.968 2.378 -2.263 -0.468
P -3.28623 -1.35151 -6.84923 1.346 -3.622 7.546 0.974
O -2.61028 -0.87455 -5.59700 -0.208 0.780 -0.919 -0.473
O -3.97648 -2.83100 -6.59450 -0.307 0.155 -0.828 -0.317
C -4.50472 -3.56279 -7.69498 -0.002 -0.164 0.095 -0.849
O -4.77220 -0.61532 -6.46428 1.122 0.914 -3.208 -0.321
C -5.79608 -0.60445 -7.46793 -0.404 -0.061 0.205 -0.660
H -0.34844 -3.32915 -7.13786 -0.031 0.314 -0.102 0.273
H -1.67179 -3.44403 -5.95337 -0.027 0.096 -0.072 0.333
H -1.85442 -4.12007 -7.60780 0.060 -0.087 0.218 0.229
H -4.18246 -4.60223 -7.61119 0.019 0.056 -0.008 0.292
H -5.59515 -3.54088 -7.66314 0.027 0.013 -0.073 0.249
H -4.15997 -3.16214 -8.65283 -0.012 -0.126 -0.043 0.410
H -6.44597 -1.47145 -7.33369 0.029 0.008 -0.073 0.220
H -5.37370 -0.60869 -8.47105 -0.180 0.039 -0.115 0.336
H -6.39537 0.29535 -7.34071 0.092 0.033 0.003 0.259
C 3.47065 1.99468 -2.66094 0.097 0.124 0.879 -0.440
O 4.25340 2.88811 -3.45340 1.346 2.952 -1.405 -0.447
P 5.94080 2.82044 -3.39627 -0.290 -8.281 1.613 1.239
O 6.06446 1.58944 -4.24948 0.255 1.361 -0.331 -0.639
O 5.94109 2.40724 -1.79836 0.112 0.911 -0.079 -0.358
C 5.64144 3.39127 -0.81337 -0.084 -0.115 0.192 -0.853
O 7.62580 3.09020 -3.33462 -1.650 2.816 -0.925 -0.342
C 8.08324 4.31735 -2.75515 0.340 -0.147 0.224 -0.659
H 2.53487 1.81967 -3.18561 0.176 0.238 -0.256 0.198
H 3.97829 1.04539 -2.49597 0.037 0.100 -0.096 0.359
H 3.23759 2.47881 -1.71357 0.062 -0.241 -0.021 0.168
H 4.94750 2.96164 -0.08913 -0.002 0.023 -0.073 0.332
H 6.55379 3.67411 -0.28497 -0.030 0.060 -0.027 0.253
H 5.18462 4.28197 -1.25468 -0.069 0.001 0.112 0.405
H 8.29374 4.16328 -1.69466 -0.057 0.087 -0.004 0.218
H 7.35153 5.11463 -2.87588 0.119 0.175 0.081 0.327
H 9.00918 4.60983 -3.24873 -0.051 -0.004 -0.067 0.260
```
Forces are in eV/Å.

Its HOMO-LUMO gap is 3.9 eV. The energy comes out at -3460.3278 Ha. The charge is -1.

---

This record from OMol25 describes C25H44AsCoN5OSSi as an isolated structure at a distorted geometry. The level of theory is ωB97M-V/def2-TZVPD.

Geometry as XYZ:
```
79
Properties=species:S:1:pos:R:3:forces:R:3:lowdin_spin:R:1
Co -1.70829 0.75420 -1.78159 -0.766 0.362 0.972 2.707
O -2.69798 0.37708 2.30998 0.299 0.148 -1.236 0.024
C -2.43705 0.23106 1.10507 0.292 -0.359 0.845 0.011
N -1.90194 1.05637 0.21399 0.647 3.197 0.211 0.054
C -1.63599 2.40834 0.77637 -0.033 -0.620 -1.932 0.003
C -0.93267 3.34541 -0.18844 0.475 0.409 0.000 0.001
C -0.37827 4.53096 0.30252 -1.095 0.388 2.473 0.001
C 0.39997 5.37860 -0.45825 -0.586 -1.124 -1.668 -0.001
C 0.52840 5.04792 -1.79670 0.459 -1.438 -0.824 0.001
C -0.08237 3.83760 -2.23702 1.041 2.652 0.506 0.002
N -0.76395 3.01550 -1.46683 -0.579 -1.108 0.067 0.030
C -2.67868 -1.06152 0.42253 -0.808 -1.621 -0.285 0.004
C -3.20705 -2.19781 0.99516 0.412 -0.505 1.028 0.002
C -3.53401 -3.27243 0.20407 -0.522 -1.662 -1.253 0.000
C -3.35218 -3.27460 -1.19722 -0.108 0.792 0.783 0.002
C -2.75614 -2.11485 -1.67905 -0.617 -0.981 0.155 0.005
N -2.45449 -1.10492 -0.87263 0.635 1.261 -2.305 0.050
H -0.93339 2.33539 1.55966 0.390 -0.210 1.518 0.001
H -2.54666 2.89154 1.09524 -0.358 0.089 0.482 0.000
H -0.67817 4.77335 1.36940 0.793 -0.202 -1.296 0.000
H 0.90651 6.26554 -0.22856 0.289 1.084 1.396 0.000
H 1.22513 5.62029 -2.47034 -1.160 -0.636 0.636 0.000
H -0.01098 3.67588 -3.26928 0.005 -0.946 -1.359 0.000
H -3.23729 -2.30407 2.06922 -0.416 0.308 0.103 0.001
H -3.96704 -4.19866 0.60590 0.227 0.606 0.262 0.000
H -3.71268 -4.08207 -1.85325 0.411 0.458 0.488 0.000
H -2.57432 -1.98129 -2.73736 0.215 0.096 -0.046 0.001
C 1.24071 -3.37280 2.20559 -0.618 1.487 1.861 0.074
Si 2.47245 -2.03641 1.58365 -0.731 -1.273 -0.142 0.478
C 2.27462 -0.44534 2.62818 0.464 -0.109 0.586 0.080
C 2.65697 -0.77733 4.13085 0.365 1.513 -1.569 0.025
C 0.79516 -0.02697 2.66308 0.778 0.754 1.861 0.010
C 3.17717 0.66557 1.96336 0.224 0.715 0.250 0.015
C 4.18309 -2.93580 1.34419 -2.369 0.361 0.051 0.074
C 5.19341 -1.83372 1.38477 0.690 -0.733 -1.324 0.008
C 4.06772 -3.72076 0.02689 1.025 -1.906 2.148 0.023
C 4.37957 -3.94541 2.47243 1.753 0.761 1.629 0.020
H 1.68933 -3.87296 3.09632 -0.168 0.212 -0.592 0.013
H 0.81041 -4.12538 1.58815 0.131 -0.605 -0.883 0.002
H 0.33227 -2.84572 2.62721 0.885 -0.345 -0.400 0.000
H 1.98967 -1.50320 4.53175 -0.459 -0.854 0.166 0.001
H 2.41991 0.15582 4.68100 0.783 -0.421 0.077 0.006
H 3.69515 -1.13312 4.18515 -0.261 0.401 0.472 0.000
H 0.14087 -0.65182 3.24509 -0.106 -1.208 -0.253 0.000
H 0.44951 0.07968 1.68535 -1.077 0.479 -1.581 0.007
H 0.59934 0.87122 3.29879 0.712 0.163 -0.931 0.000
H 4.27140 0.47945 2.01891 -0.832 -0.191 0.038 0.000
H 3.07235 1.67266 2.43332 -0.312 -0.686 -0.052 0.000
H 2.96994 0.85083 0.87233 -0.030 -0.376 0.994 0.007
H 5.18440 -1.13242 0.55655 -0.706 0.388 0.012 0.003
H 6.18244 -2.20601 1.29212 1.265 -0.817 0.133 0.000
H 5.13403 -1.38496 2.32825 0.058 1.127 1.246 0.000
H 3.78124 -3.15900 -0.79098 -0.437 1.363 -1.781 0.011
H 3.34999 -4.57220 0.13218 0.496 0.654 -0.046 0.001
H 5.06609 -4.15856 -0.14727 -0.323 -0.028 -0.298 0.000
H 4.39107 -3.53615 3.54745 -0.700 -0.281 -1.513 0.001
H 5.44056 -4.26101 2.43545 -0.329 -0.369 -0.350 0.006
H 3.74156 -4.81363 2.38590 -0.153 -0.085 0.134 0.001
C -4.13708 3.78514 -2.42812 -0.027 1.482 0.140 0.003
As -3.80921 1.97102 -2.91023 0.575 -0.370 0.524 0.023
C -5.51206 1.23037 -2.31280 -0.802 1.463 -2.810 0.006
C -3.97894 2.14208 -4.80250 -2.348 0.500 -0.205 0.006
H -5.21067 3.97753 -2.39914 -0.019 -0.109 -0.152 0.001
H -3.68406 4.57652 -3.06052 -0.085 -0.796 0.096 0.000
H -3.77454 3.97058 -1.43109 0.184 0.020 0.501 0.000
H -6.32330 1.81938 -2.90436 1.232 -1.202 1.054 0.001
H -5.62423 1.43487 -1.28568 -0.138 -0.080 1.274 0.000
H -5.51898 0.18890 -2.58587 -0.324 -0.400 0.224 0.000
H -4.99763 2.48402 -5.13594 0.837 -0.012 0.654 0.001
H -3.89192 1.20482 -5.25598 0.500 -1.557 -0.754 0.000
H -3.26649 2.81098 -5.20494 0.901 0.667 -0.285 0.000
N 1.30399 -1.67837 -2.10456 -0.019 1.138 0.494 0.037
C 0.93203 -0.39818 -2.23927 0.183 0.045 -0.312 0.020
N 1.46552 0.51020 -1.41299 -0.237 0.295 -0.377 0.024
S -0.16955 0.17048 -3.48985 0.420 -0.518 0.688 0.036
H 1.83066 -1.91439 -1.25291 -0.216 -0.223 -0.387 0.058
H 0.89084 -2.39136 -2.67944 -0.038 0.015 -0.002 0.002
H 2.21956 0.34022 -0.76979 0.013 -0.571 0.132 0.017
H 1.22522 1.48782 -1.53260 -0.146 -0.314 -0.161 0.000
```
Forces are in eV/Å.

Its HOMO-LUMO gap (alpha / beta) is 7.2 / 8.2 eV. The energy comes out at -5634.0217 Ha. The charge is +1. Its multiplicity is 5. Its expectation value of S² is 6.011.

---

This record from OMol25 describes C25H44BaN4PS2Si as an isolated structure. The level of theory is ωB97M-V/def2-TZVPD.

Geometry as XYZ:
```
78
Properties=species:S:1:pos:R:3:forces:R:3:mulliken_charge:R:1
Ba 0.84040 1.33571 0.32170 0.244 0.002 -0.264 1.608
C 5.11208 0.50190 1.94877 0.042 0.029 -0.041 -0.660
C 5.32954 1.78951 1.22797 0.566 0.090 0.275 0.546
N 4.51033 2.34227 0.39134 -0.824 -0.333 -0.050 -0.271
C 5.01274 3.50485 -0.13475 0.444 0.118 0.167 0.117
C 6.24764 3.84493 0.33310 -0.063 -0.074 0.065 -0.568
S 6.80658 2.68165 1.45317 -0.461 -0.103 -0.213 -0.177
C 4.27412 4.27078 -1.13741 0.020 0.301 -0.271 0.217
C 4.80477 5.31702 -1.83514 -0.099 -0.039 -0.043 -0.581
S 3.66218 5.95528 -2.92826 -0.213 -0.411 0.294 -0.146
C 2.51901 4.77204 -2.38508 0.321 0.527 -0.297 0.517
N 2.96761 3.97670 -1.46418 -0.240 -0.341 0.269 -0.229
C 1.14752 4.72673 -2.96921 0.210 0.019 0.067 -0.890
H 4.07470 0.17947 1.86322 -0.006 -0.008 0.036 -0.117
H 5.37462 0.60642 3.00083 -0.076 -0.069 0.029 0.373
H 5.75190 -0.27431 1.52662 -0.045 -0.040 0.006 0.336
H 6.84010 4.70999 0.09106 0.009 0.025 -0.019 0.363
H 5.79697 5.72793 -1.77035 0.038 -0.019 0.005 0.382
H 0.98460 5.58135 -3.62228 -0.099 -0.020 -0.017 0.434
H 0.40744 4.74937 -2.16912 0.051 0.084 -0.057 0.190
H 1.02380 3.81561 -3.55790 0.007 0.061 -0.043 0.259
C -0.67461 -1.81097 2.51701 0.126 -0.167 -0.226 -0.399
Si 1.05347 -1.49695 1.76934 0.325 0.419 0.272 -0.865
C 1.24443 -2.49124 0.14603 -0.141 -0.008 0.322 -0.824
C 2.19954 -2.30675 3.05723 -0.172 0.023 -0.302 0.499
C 2.64184 -1.63476 4.19657 -0.051 0.010 -0.097 -0.377
C 3.28540 -2.30840 5.22490 0.023 0.054 0.086 -0.607
C 3.49634 -3.67607 5.13427 -0.014 -0.023 0.013 -0.419
C 3.07396 -4.36263 4.00532 0.037 -0.026 0.005 -0.646
C 2.44470 -3.68008 2.97524 0.018 0.032 0.064 -0.278
H -0.81430 -2.85676 2.80505 -0.004 -0.045 -0.066 0.495
H -1.44655 -1.54887 1.79253 -0.098 0.019 0.025 -0.647
H -0.82935 -1.21118 3.41573 0.045 0.064 -0.009 0.532
H 1.03734 -3.55472 0.28427 -0.062 -0.057 -0.125 0.353
H 2.25777 -2.39801 -0.25081 0.027 0.009 0.026 0.501
H 0.54860 -2.11369 -0.60712 -0.027 -0.046 -0.071 0.047
H 2.45612 -0.56829 4.28330 0.030 0.017 0.067 0.345
H 3.60420 -1.77305 6.11054 0.020 0.020 -0.009 0.388
H 3.97586 -4.20757 5.94560 0.022 0.006 0.003 0.378
H 3.21654 -5.43352 3.93618 0.056 0.000 -0.017 0.399
H 2.11951 -4.23536 2.10383 -0.018 -0.038 0.002 0.234
C -3.54249 -0.32163 -3.54037 -0.093 -0.098 0.096 -1.761
C -4.11074 -0.20983 -2.12567 0.352 0.282 -0.064 0.688
C -4.52134 1.24178 -1.86188 -0.044 -0.159 0.016 -1.755
P -2.91168 -0.81254 -0.80509 -0.679 -0.408 -0.068 0.373
C -2.80076 -2.59987 -1.40875 0.243 0.162 0.231 0.633
C -1.63150 -2.65100 -2.41729 -0.073 0.032 -0.036 -1.875
C -2.56477 -3.66983 -0.33976 -0.127 0.012 -0.052 -1.602
C -4.14939 -0.66407 0.62963 0.381 -0.017 0.084 0.235
C -3.68923 0.53705 1.46742 -0.132 0.006 -0.112 -1.198
C -4.38434 -1.87031 1.53625 -0.024 0.052 -0.090 -1.702
H -4.26122 0.08490 -4.25579 -0.003 0.013 -0.011 0.474
H -3.35157 -1.35431 -3.82437 0.014 0.012 -0.044 0.338
H -2.61937 0.25021 -3.63429 0.043 -0.016 -0.060 0.361
H -4.99320 -0.85459 -2.05016 0.033 0.000 0.073 0.500
H -3.63470 1.87476 -1.79552 -0.006 0.052 0.016 0.194
H -5.09170 1.35533 -0.94096 0.006 0.050 0.005 0.340
H -5.15384 1.59454 -2.68010 -0.005 0.048 0.010 0.505
H -3.73884 -2.82992 -1.92026 0.002 0.089 -0.028 0.534
H -0.75806 -3.10542 -1.95321 0.034 0.028 0.041 0.505
H -1.33853 -1.66246 -2.77550 0.016 -0.055 -0.092 0.398
H -1.88515 -3.26181 -3.28434 -0.021 0.006 -0.018 0.311
H -1.80382 -3.35975 0.37765 0.039 -0.043 0.008 0.142
H -2.21530 -4.58300 -0.82564 0.032 -0.007 0.008 0.484
H -3.47327 -3.92139 0.19912 0.063 -0.003 0.062 0.391
H -5.11450 -0.42132 0.17976 0.058 0.033 -0.062 0.693
H -2.76325 0.30292 1.99798 0.023 -0.027 0.013 0.148
H -4.44332 0.79455 2.21360 0.002 0.030 0.015 0.448
H -3.51704 1.41432 0.83844 0.000 0.042 0.057 0.268
H -3.46097 -2.26328 1.95634 -0.004 -0.044 0.026 0.279
H -4.90114 -2.66781 1.00582 0.014 -0.032 0.039 0.375
H -5.02311 -1.56369 2.36759 -0.003 -0.006 0.011 0.506
N -2.02593 2.73398 -3.81352 0.000 0.010 -0.073 -0.499
N -1.48705 3.00518 -2.51928 0.034 -0.105 0.161 -0.318
H -1.82191 3.47963 -4.47182 -0.044 0.078 0.058 0.301
H -3.03143 2.66536 -3.72761 -0.005 -0.137 0.005 0.144
H -1.68014 3.95694 -2.21725 0.055 0.021 -0.067 0.252
H -0.48486 2.91010 -2.61022 -0.147 0.037 -0.017 0.074
```
Forces are in eV/Å.

Its HOMO-LUMO gap is 5.8 eV. The energy comes out at -2650.4931 Ha. The charge is +1. The value obtained for the energy relative to the best compared isomer or geometry (same formula, charge and spin) is 3.104 eV.